Record 1
Here is a structure of composition C3H6AlBr2ClCuI in a non-equilibrium geometry from OMol25. Energies are from ωB97M-V with the def2-TZVPD basis set.

Last column: Mulliken charge in e.
Geometry (Å):
C (2.093, -0.685, -0.503)  -1.370
C (1.069, 0.415, -0.271)  -0.021
Br (0.344, 0.947, -2.009)  -0.078
C (-0.113, -0.038, 0.588)  -0.358
Br (-0.016, 0.623, 2.441)  -0.116
Al (-1.913, 0.445, -0.094)  0.547
Cl (-2.438, 2.420, -0.438)  -0.189
I (-2.074, -0.956, -2.343)  0.179
H (2.861, -0.371, -1.207)  0.414
H (1.613, -1.572, -0.918)  0.386
H (2.551, -0.951, 0.449)  0.348
H (1.576, 1.263, 0.190)  0.486
H (-0.038, -1.124, 0.669)  0.563
H (-3.084, -0.184, 0.945)  -0.049
Cu (-2.431, -0.234, 2.500)  0.261

Output
* 2S+1: 2
* gap between HOMO and LUMO (spin up / spin down): 9.45 / 6.58 eV
* charge: +1

=====

Record 2
Here is an isolated molecule of C3H4O3S in a non-equilibrium geometry from OMol25. Energies are from ωB97M-V with the def2-TZVPD basis set.

Last column: Mulliken charge in e.
Geometry (Å):
C (1.233, 1.185, -0.192)  -0.136
C (-1.092, -0.122, 0.143)  0.081
C (-1.373, -1.349, 0.946)  -0.970
O (3.734, 1.380, -1.305)  -0.483
O (1.129, 2.008, -1.250)  -0.259
O (0.135, 0.227, -0.073)  -0.062
S (2.394, 0.849, -1.557)  0.422
H (-1.873, 0.505, -0.075)  0.460
H (-0.388, -1.720, 1.199)  0.300
H (-2.047, -1.953, 0.372)  0.319
H (-1.851, -1.011, 1.790)  0.329

Output
* energy above the lowest of the compared OMol25 structures with the same formula, charge and spin: 158.7 kcal per mole
* gap between HOMO and LUMO (spin up / spin down): 7.19 / 7.25 eV
* charge: 0

=====

Record 3
Here is a cluster of 2 separate species, C4H12N2O2 in total from OMol25. Energies are from ωB97M-V with the def2-TZVPD basis set.

Last column: Mulliken charge in e.
Geometry (Å):
N (0.797, -0.980, -2.824)  -0.561
C (0.102, -0.049, -1.954)  -0.975
C (-0.207, -0.592, -0.537)  0.441
N (0.910, -0.542, 0.377)  -0.550
C (-1.378, 0.164, 0.096)  -0.803
C (-1.475, -0.086, 1.572)  -0.016
O (-1.237, 0.771, 2.390)  -0.497
H (1.788, -0.966, -2.629)  0.279
H (0.421, -1.906, -2.683)  0.262
H (-0.857, 0.202, -2.404)  0.331
H (0.660, 0.871, -1.842)  0.353
H (-0.489, -1.639, -0.684)  0.256
H (1.766, -0.940, 0.027)  0.220
H (1.081, 0.340, 0.832)  0.141
H (-2.327, -0.116, -0.360)  0.414
H (-1.267, 1.235, -0.084)  0.346
H (-1.800, -1.071, 1.958)  0.382
O (1.291, 2.123, 2.978)  -0.648
H (1.738, 1.325, 3.265)  0.321
H (0.482, 1.855, 2.508)  0.304

Output
* energy above the lowest of the compared OMol25 structures with the same formula, charge and spin: 43.0 kcal per mole
* gap between HOMO and LUMO: 9.94 eV
* charge: 0
* SMILES string: NC[C@@H](N)CC=O.O